--- i ---
Computed, not measured: the molecule C2H4ClOP, with ωB97M-V with the def2-TZVPD basis set.

```
9
C2H4ClOP (ωB97M-V with the def2-TZVPD basis set)
C 1.516 -0.212 0.254
O 0.348 -0.796 -0.284
C -0.666 -0.014 -0.567
P -2.436 -0.719 0.099
Cl -3.509 0.937 -0.064
H 1.348 0.752 0.617
H 2.357 -0.062 -0.429
H 1.900 -0.970 1.032
H -0.858 1.084 -0.659
```

Calculated values
SMILES string: CO/C=P/Cl
Total charge: 0
E_HOMO (spin up / spin down) in hartree: -0.2856 / -0.2850
Frontier orbital gap (spin up / spin down) in eV: 7.87 / 7.36

=====

--- ii ---
Computed, not measured: a cluster of 2 separate species, C2H4ClOP in total, with ωB97M-V with the def2-TZVPD basis set.

```
9
C2H4ClOP (ωB97M-V with the def2-TZVPD basis set)
C -0.102 -0.673 0.142
C -0.858 -0.578 1.427
O 0.100 0.686 -0.065
P -0.632 1.124 1.362
Cl 1.573 1.889 -2.335
H 0.908 -1.170 0.139
H -0.502 -1.158 -0.874
H -0.990 -1.403 2.184
H 0.503 1.283 -1.980
```

Calculated values
Total charge: 0
E_HOMO in hartree: -0.3415
Frontier orbital gap in eV: 9.24

=====

--- iii ---
Computed, not measured: a cluster of 2 separate species, C2H4ClOP in total, with ωB97M-V with the def2-TZVPD basis set.

```
9
C2H4ClOP (ωB97M-V with the def2-TZVPD basis set)
C -0.622 1.513 -0.290
P -1.558 0.126 0.018
Cl -3.260 0.189 -1.040
H 0.348 1.602 0.390
H -0.727 2.213 -1.174
C 1.426 -1.449 0.529
O 1.615 -1.507 -0.655
H 1.171 -0.484 0.963
H 1.607 -2.203 1.258
```

Calculated values
SMILES string: C=PCl.C=O
Total charge: 0
E_HOMO in hartree: -0.3519
Frontier orbital gap in eV: 9.44

=====

The structure with the least stability is i.

=====

--- i ---
Computed, not measured: a cluster of 2 separate species, C4H5FO2 in total, with ωB97M-V with the def2-TZVPD basis set.

```
12
C4H5FO2 (ωB97M-V with the def2-TZVPD basis set)
C -1.728 1.837 0.991
C -1.435 0.549 0.790
C 1.655 -2.217 0.123
C 2.353 -1.441 -0.922
O 0.806 -1.854 0.826
O -2.634 2.641 0.311
F -2.273 -0.119 -0.055
H -1.084 2.266 1.629
H 1.653 -1.061 -1.728
H 3.183 -2.082 -1.419
H 2.902 -0.576 -0.580
H -3.399 2.058 0.033
```

Calculated values
Total charge: 0
E_HOMO (spin up / spin down) in hartree: -0.3509 / -0.2911
Frontier orbital gap (spin up / spin down) in eV: 9.63 / 6.52

=====

--- ii ---
Computed, not measured: the molecule C4H5FO2, with ωB97M-V with the def2-TZVPD basis set.

```
12
C4H5FO2 (ωB97M-V with the def2-TZVPD basis set)
C -0.420 -0.674 -1.653
C -0.084 0.460 -0.733
O 0.016 1.626 -0.886
C 0.347 -0.133 0.810
F 0.000 -1.445 1.107
C 0.721 0.580 1.896
O 1.076 0.007 3.046
H 0.335 -0.607 -2.506
H -1.474 -0.450 -2.078
H -0.665 -1.597 -1.222
H 0.767 1.724 1.964
H 0.994 0.591 3.742
```

Calculated values
SMILES string: CC(=O)/C(F)=C/O
Total charge: 0
E_HOMO in hartree: -0.3295
Frontier orbital gap in eV: 9.62

=====

--- iii ---
Computed, not measured: a cluster of 2 separate species, C4H5FO2 in total, with ωB97M-V with the def2-TZVPD basis set.

```
12
C4H5FO2 (ωB97M-V with the def2-TZVPD basis set)
C 2.126 -0.809 -0.118
C 0.656 0.898 0.442
C -1.233 -0.668 -0.006
C -0.768 0.783 0.070
O 2.702 -1.105 0.827
O 1.633 -0.633 -1.147
F 1.190 1.992 -0.090
H -0.855 -1.111 -0.923
H -2.317 -0.735 -0.005
H -0.839 -1.231 0.837
H -1.243 1.272 0.937
H -1.050 1.346 -0.823
```

Calculated values
Total charge: 0
E_HOMO in hartree: -0.3454
Frontier orbital gap in eV: 9.52

=====

--- iv ---
Computed, not measured: the molecule C4H5FO2, with ωB97M-V with the def2-TZVPD basis set.

```
12
C4H5FO2 (ωB97M-V with the def2-TZVPD basis set)
O 0.581 2.176 0.051
C -0.036 1.119 -0.220
C 0.686 -0.219 -0.572
O 1.941 -0.281 -0.060
C -0.476 -0.746 0.594
C -1.293 0.448 0.275
F -2.116 0.149 -0.720
H 0.878 -0.643 -1.676
H 2.649 -0.644 -0.962
H 0.117 -0.696 1.618
H -1.249 -1.752 0.550
H -1.683 1.090 1.123
```

Calculated values
SMILES string: O=C1[C@@H](O)C[C@@H]1F
Total charge: 0
E_HOMO in hartree: -0.3525
Frontier orbital gap in eV: 9.49

=====

The structure with the least stability is i.

=====

--- i ---
Computed, not measured: the molecule C3H3N5, with ωB97M-V with the def2-TZVPD basis set.

```
11
C3H3N5 (ωB97M-V with the def2-TZVPD basis set)
H -2.549 0.584 -0.879
N -2.122 -0.373 -0.693
C -0.940 -0.360 -0.102
C -0.524 0.959 0.461
N 0.593 1.478 0.192
N 1.390 0.845 -0.679
N 2.018 -0.237 -0.598
C 1.355 -1.081 0.254
N 0.012 -1.338 0.296
H -0.980 1.601 1.345
H 1.747 -2.077 0.403
```

Calculated values
SMILES string: [H]/N=c1\cnnncn1
Total charge: 0
E_HOMO in hartree: -0.3575
Frontier orbital gap in eV: 8.19

=====

--- ii ---
Computed, not measured: a structure of composition C3H3N5, with ωB97M-V with the def2-TZVPD basis set.

```
11
C3H3N5 (ωB97M-V with the def2-TZVPD basis set)
C 1.597 0.791 0.099
C 0.140 -0.721 -0.093
C -1.170 0.932 -0.070
H 2.058 1.729 -0.229
H -1.484 -2.215 0.187
H -1.569 2.015 0.189
N 2.078 -0.407 0.175
N 1.305 -1.304 -0.069
N -1.150 -1.211 -0.144
N -2.011 -0.156 0.220
N 0.206 0.547 -0.265
```

Calculated values
Total charge: 0
E_HOMO in hartree: -0.3229
Frontier orbital gap in eV: 9.28

=====

--- iii ---
Computed, not measured: the molecule C3H3N5, with ωB97M-V with the def2-TZVPD basis set.

```
11
C3H3N5 (ωB97M-V with the def2-TZVPD basis set)
H -2.314 0.660 0.782
N -2.254 -0.355 0.555
C -1.254 -0.163 -0.176
N -0.613 1.044 -0.444
C 0.613 1.175 -0.450
N 1.466 0.428 0.315
C 1.308 -0.834 0.424
N 0.577 -1.590 -0.476
N -0.580 -1.257 -0.822
H 0.916 2.230 -0.785
H 2.136 -1.337 1.077
```

Calculated values
SMILES string: [H]/N=c1\ncncnn1
Total charge: 0
E_HOMO in hartree: -0.3578
Frontier orbital gap in eV: 8.61

=====

The structure with the least stability is i.

=====

--- i ---
Computed, not measured: the molecule C3H6FN3, with ωB97M-V with the def2-TZVPD basis set.

```
13
C3H6FN3 (ωB97M-V with the def2-TZVPD basis set)
H 1.480 -1.652 -0.273
N 0.461 -1.565 -0.117
C 0.225 -0.325 -0.065
N 1.204 0.684 -0.037
N 2.542 0.207 0.046
C -1.218 0.184 -0.018
C -1.660 1.403 -0.085
F -2.042 -0.858 0.142
H 0.998 1.536 0.479
H 3.211 0.749 -0.501
H 2.901 0.332 1.037
H -2.706 1.674 0.090
H -1.041 2.232 -0.343
```

Calculated values
SMILES string: [H]/N=C(\NN)C(=C)F
Total charge: 0
E_HOMO in hartree: -0.3454
Frontier orbital gap in eV: 10.11

=====

--- ii ---
Computed, not measured: the molecule C3H6FN3, with ωB97M-V with the def2-TZVPD basis set.

```
13
C3H6FN3 (ωB97M-V with the def2-TZVPD basis set)
H 2.479 0.362 0.726
N 2.096 -0.421 0.227
C 0.896 -0.211 -0.034
N -0.024 -1.090 -0.641
N -1.344 -1.096 -0.110
C -1.079 -0.043 0.834
C 0.010 0.877 0.450
F -0.308 1.715 -0.753
H 0.549 -1.953 -1.189
H -1.841 -0.619 -0.843
H -0.637 -0.787 1.667
H -2.196 0.375 1.398
H 0.351 1.714 1.194
```

Calculated values
SMILES string: [H]/N=C1/NNC[C@@H]1F
Total charge: 0
E_HOMO in hartree: -0.3285
Frontier orbital gap in eV: 9.78

=====

The structure with the least stability is ii.

=====

--- i ---
Computed, not measured: a structure of composition C2H7IN3, with ωB97M-V with the def2-TZVPD basis set.

```
13
C2H7IN3 (ωB97M-V with the def2-TZVPD basis set)
C 0.217 -0.070 -0.825
C 0.350 0.793 0.283
N -0.453 -1.213 -0.648
N 0.431 2.135 0.033
N -0.499 -1.676 0.653
I 2.643 -0.151 0.508
H 0.392 0.144 -1.807
H -0.268 0.538 1.162
H -0.753 -1.788 -1.505
H 0.714 2.508 -0.877
H 0.691 2.807 0.732
H -1.421 -1.763 1.012
H -0.558 -2.686 0.557
```

Calculated values
Total charge: +1
E_HOMO in hartree: -0.4883
Frontier orbital gap in eV: 7.77

=====

--- ii ---
Computed, not measured: a structure of composition C2H7IN3, with ωB97M-V with the def2-TZVPD basis set.

```
13
C2H7IN3 (ωB97M-V with the def2-TZVPD basis set)
C -0.063 -1.659 0.094
C -0.186 0.880 0.304
N -0.787 -0.199 0.094
N -1.096 2.448 -0.068
N 1.260 -1.646 0.356
I -2.790 -0.311 -0.377
H -0.667 -2.182 0.837
H -0.309 -1.993 -0.916
H 0.850 1.049 0.528
H -1.918 2.413 0.521
H -0.488 3.198 0.240
H 1.600 -1.630 1.302
H 1.928 -1.464 -0.370
```

Calculated values
Total charge: +1
E_HOMO in hartree: -0.5323
Frontier orbital gap in eV: 9.31

=====

The structure with the least stability is ii.

=====

--- i ---
Computed, not measured: a cluster of 4 separate species, C4H14O4 in total, with ωB97M-V with the def2-TZVPD basis set.

```
22
C4H14O4 (ωB97M-V with the def2-TZVPD basis set)
C -3.731 -1.424 0.216
C -2.429 -1.095 -0.480
C -2.122 0.167 -0.804
C -0.707 0.525 -1.243
O 0.163 -0.494 -0.769
H -4.627 -1.635 -0.398
H -3.478 -2.291 0.819
H -3.871 -0.662 1.001
H -1.844 -1.965 -0.735
H -2.844 0.969 -0.837
H -0.304 1.518 -0.991
H -0.633 0.431 -2.368
H 0.700 -0.880 -1.472
O 1.658 -1.183 1.626
H 1.015 -0.882 0.964
H 2.040 -1.914 1.137
O 3.745 1.315 1.745
H 4.649 1.177 1.457
H 3.423 0.402 1.709
O 3.054 2.453 -0.559
H 2.965 3.395 -0.373
H 3.177 2.074 0.355
```

Calculated values
SMILES string: C/C=C/CO.O.O.O
Total charge: 0
E_HOMO in hartree: -0.3384
Frontier orbital gap in eV: 9.76

=====

--- ii ---
Computed, not measured: a cluster of 4 separate species, C4H14O4 in total, with ωB97M-V with the def2-TZVPD basis set.

```
22
C4H14O4 (ωB97M-V with the def2-TZVPD basis set)
C 0.563 -0.952 0.949
C -0.640 -0.332 0.522
C -0.569 -1.653 1.764
C -1.126 1.003 1.106
O 1.260 -1.754 0.096
H 1.289 -0.351 1.624
H -1.110 -0.713 -0.375
H -1.704 -1.907 1.615
H -0.183 -2.661 1.827
H -0.527 -1.234 2.733
H -1.981 0.848 1.805
H -0.337 1.470 1.625
H -1.370 1.685 0.295
H -0.942 1.215 -2.026
H -2.177 0.985 -2.951
O -1.912 1.103 -2.022
H 2.075 -0.885 -0.507
H 3.385 -0.422 -1.449
O 2.650 -0.052 -0.948
H 1.090 2.142 -2.419
H 1.515 0.951 -1.465
O 0.750 1.516 -1.801
```

Calculated values
Total charge: 0
E_HOMO in hartree: -0.3315
Frontier orbital gap in eV: 9.08

=====

The structure with the least stability is ii.